(1)
{"formula": "C37H59BrFNO24Si", "method": "wB97M-V/def2-TZVPD", "elements": ["C", "C", "C", "Si", "F", "Br", "C", "N", "C", "H", "H", "H", "H", "H", "H", "H", "H", "H", "H", "H", "C", "C", "C", "O", "C", "O", "O", "H", "H", "H", "H", "H", "H", "C", "C", "C", "O", "C", "O", "O", "H", "H", "H", "H", "H", "H", "C", "C", "C", "O", "C", "O", "O", "H", "H", "H", "H", "H", "H", "C", "C", "C", "O", "C", "O", "O", "H", "H", "H", "H", "H", "H", "C", "C", "C", "O", "C", "O", "O", "H", "H", "H", "H", "H", "H", "C", "C", "C", "O", "C", "O", "O", "H", "H", "H", "H", "H", "H", "C", "C", "C", "O", "C", "O", "O", "H", "H", "H", "H", "H", "H", "C", "C", "C", "O", "C", "O", "O", "H", "H", "H", "H", "H", "H"], "positions_angstrom": [[-5.8472, 0.4688, 2.8435], [-4.7784, 1.3838, 2.3466], [-3.6248, 0.8074, 1.3342], [-2.3343, -0.3740, 2.2124], [-3.1043, -1.4187, 3.4413], [-0.7065, 0.9362, 3.2367], [-1.5702, -1.4417, 0.7509], [-2.5947, -2.3970, 0.1800], [-3.1354, -1.9520, -1.1610], [-6.7841, 0.3071, 2.1505], [-5.8242, -0.0575, 3.8885], [-4.8263, 2.5205, 2.6665], [-2.9770, 1.6324, 0.8075], [-4.1627, 0.1305, 0.5333], [-0.7024, -2.0633, 1.2648], [-1.1349, -0.6722, -0.0409], [-3.3494, -2.5538, 0.8883], [-4.1116, -1.3011, -1.1106], [-3.4467, -2.9493, -1.7387], [-2.3593, -1.4038, -1.8463], [4.7382, 2.6936, 3.0598], [3.8224, 1.4819, 3.0228], [4.5275, 0.1698, 3.1980], [3.6786, -0.7328, 2.5108], [3.0369, -0.0036, 1.5502], [2.3800, -0.4840, 0.6420], [3.2314, 1.3358, 1.7398], [4.7581, 3.2213, 2.1010], [4.3885, 3.4016, 3.8194], [5.7643, 2.4271, 3.3334], [3.0097, 1.5985, 3.7505], [4.6194, -0.1145, 4.2500], [5.5177, 0.1359, 2.7305], [6.0594, 1.9767, -1.6012], [6.9309, 2.9294, -0.8004], [8.2921, 3.1607, -1.3860], [9.0698, 3.4819, -0.2460], [8.4727, 2.8627, 0.8153], [8.9733, 2.7525, 1.9218], [7.2411, 2.3801, 0.4718], [5.8329, 1.0622, -1.0437], [5.1067, 2.4594, -1.8453], [6.5198, 1.6993, -2.5551], [6.4026, 3.8761, -0.6326], [8.3006, 3.9871, -2.1022], [8.7247, 2.2725, -1.8595], [-6.3384, -5.6815, -0.5041], [-7.1226, -4.8813, -1.5303], [-7.6556, -5.6955, -2.6716], [-7.7327, -4.7462, -3.7206], [-6.7822, -3.8013, -3.4564], [-6.4261, -2.9407, -4.2437], [-6.2805, -3.9501, -2.1939], [-5.2863, -5.3816, -0.4680], [-6.7616, -5.5232, 0.4940], [-6.3884, -6.7585, -0.6948], [-7.9216, -4.3131, -1.0381], [-8.6436, -6.1127, -2.4576], [-6.9865, -6.5038, -2.9864], [6.1686, -2.2194, 9.1138], [5.3845, -1.4193, 8.0876], [4.8514, -2.2334, 6.9463], [4.7744, -1.2841, 5.8973], [5.7249, -0.3392, 6.1615], [6.0810, 0.5214, 5.3743], [6.2266, -0.4881, 7.4240], [7.2208, -1.9195, 9.1500], [5.7454, -2.0612, 10.1119], [6.1187, -3.2965, 8.9231], [4.5855, -0.8511, 8.5798], [3.8635, -2.6506, 7.1603], [5.5206, -3.0418, 6.6315], [2.1304, -0.3225, -2.1671], [1.3462, 0.4777, -3.1933], [0.8132, -0.3365, -4.3345], [0.7361, 0.6128, -5.3835], [1.6867, 1.5577, -5.1193], [2.0427, 2.4183, -5.9066], [2.1883, 1.4089, -3.8569], [3.1825, -0.0226, -2.1309], [1.7072, -0.1643, -1.1689], [2.0805, -1.3995, -2.3577], [0.5473, 1.0459, -2.7010], [-0.1748, -0.7537, -4.1205], [1.4823, -1.1448, -4.6493], [-5.3051, 3.3774, -4.0852], [-5.1268, 1.8696, -4.0290], [-5.2568, 1.2837, -2.6545], [-4.4565, 0.1174, -2.7375], [-3.5089, 0.3666, -3.6893], [-2.5297, -0.3324, -3.8889], [-3.8016, 1.5052, -4.3862], [-4.3878, 3.8869, -4.3970], [-6.0873, 3.6331, -4.8085], [-5.6251, 3.7913, -3.1234], [-5.8072, 1.3807, -4.7372], [-6.2906, 1.0237, -2.4104], [-4.8524, 1.9238, -1.8627], [0.3563, 4.3095, 6.2051], [0.9888, 5.1856, 5.1371], [0.2395, 5.2135, 3.8382], [1.2607, 5.4933, 2.8968], [2.4212, 5.0099, 3.4314], [3.4691, 4.8953, 2.8183], [2.2515, 4.6685, 4.7438], [0.9950, 3.4609, 6.4699], [0.1897, 4.8947, 7.1163], [-0.6230, 3.9274, 5.8987], [1.1521, 6.1986, 5.5254], [-0.5262, 5.9940, 3.8178], [-0.2199, 4.2547, 3.5740], [-1.8012, -1.7668, -6.9159], [-2.1559, -3.2130, -7.2179], [-3.6221, -3.5185, -7.1381], [-3.6344, -4.8961, -6.8068], [-2.4707, -5.1417, -6.1347], [-2.2287, -6.1699, -5.5254], [-1.6147, -4.0808, -6.2327], [-1.1940, -1.6747, -6.0099], [-1.2235, -1.3441, -7.7453], [-2.6909, -1.1381, -6.8057], [-1.7383, -3.5113, -8.1875], [-4.1338, -3.3475, -8.0893], [-4.1442, -2.9689, -6.3471]], "relative_energy_kcal_mol": 127.07, "e_lumo_ev": -0.99, "smiles": "C=CC[Si@](F)(Br)CNC.C[C@@H]1COC(=O)O1.C[C@@H]1COC(=O)O1.C[C@@H]1COC(=O)O1.C[C@@H]1COC(=O)O1.C[C@@H]1COC(=O)O1.C[C@@H]1COC(=O)O1.C[C@@H]1COC(=O)O1.C[C@@H]1COC(=O)O1", "gap_ev": 6.6099, "homo_energy_ev": -7.60}



(2)
{"formula": "C40H30FFeIN6O7", "method": "wB97M-V/def2-TZVPD", "elements": ["Fe", "C", "C", "N", "C", "C", "C", "O", "C", "C", "N", "C", "C", "C", "C", "C", "C", "I", "C", "O", "H", "H", "H", "H", "H", "H", "H", "H", "H", "H", "H", "H", "O", "N", "O", "C", "C", "C", "C", "C", "C", "N", "C", "C", "N", "C", "C", "C", "C", "H", "H", "H", "H", "H", "H", "H", "C", "C", "C", "C", "C", "C", "C", "F", "C", "C", "C", "O", "C", "C", "N", "C", "C", "O", "O", "H", "H", "H", "H", "H", "H", "H", "H", "H", "H", "H"], "positions_angstrom": [[-1.1877, 1.5700, -0.3160], [-2.2532, 2.9410, -4.5917], [-0.8134, 2.6846, -4.2761], [0.0209, 2.3812, -5.2339], [1.3294, 2.1928, -4.9859], [1.8819, 2.3834, -3.7441], [3.3689, 2.1907, -3.5372], [4.0300, 3.3397, -3.0255], [1.0161, 2.7045, -2.6743], [1.5231, 3.0536, -1.3756], [0.8047, 3.0178, -0.3135], [1.3097, 3.3228, 0.9545], [2.6678, 3.2647, 1.2905], [3.0876, 3.4649, 2.5935], [2.1637, 3.7236, 3.5973], [0.8154, 3.7987, 3.2855], [0.4105, 3.6025, 1.9785], [-1.6434, 3.7269, 1.4985], [-0.3856, 2.7510, -2.8958], [-1.2596, 2.8461, -1.9521], [-2.4845, 2.5796, -5.5903], [-2.4546, 4.0140, -4.5512], [-2.8942, 2.4677, -3.8483], [1.9350, 1.8956, -5.8350], [3.8155, 1.8608, -4.4788], [3.5367, 1.4035, -2.7979], [4.1733, 3.9731, -3.7360], [2.5553, 3.4046, -1.3543], [3.3933, 3.0299, 0.5218], [4.1415, 3.4017, 2.8293], [2.4856, 3.8549, 4.6211], [0.0828, 4.0013, 4.0548], [4.5212, -1.9341, -3.6141], [3.4465, -2.2604, -4.0826], [3.3025, -3.0380, -5.0020], [2.2310, -1.6394, -3.5300], [1.1408, -1.6550, -4.3339], [-0.0832, -1.0559, -3.9286], [-1.2475, -1.0542, -4.7182], [-2.3910, -0.4838, -4.2216], [-2.3650, 0.0872, -2.9432], [-1.2720, 0.1247, -2.2076], [-0.1488, -0.4309, -2.6782], [1.0061, -0.3980, -1.8322], [0.8587, 0.2431, -0.6632], [1.8639, 0.2542, 0.1853], [3.0725, -0.3921, -0.0718], [3.2505, -1.0360, -1.2726], [2.2055, -1.0298, -2.2203], [1.2036, -2.1360, -5.3000], [-1.2353, -1.5104, -5.6999], [-3.3048, -0.4719, -4.7977], [-3.2537, 0.5184, -2.4964], [1.6991, 0.7938, 1.1066], [3.8556, -0.3824, 0.6733], [4.1790, -1.5365, -1.4839], [-4.8057, -3.3298, 4.3449], [-3.3342, -3.6840, 4.1512], [-2.6561, -3.9573, 5.4857], [-1.2103, -4.3705, 5.2576], [-0.4975, -3.2805, 4.5047], [0.8627, -3.1092, 4.6273], [1.4910, -2.0479, 3.9840], [2.8177, -1.9000, 4.1221], [0.7929, -1.1553, 3.2235], [-0.5796, -1.3486, 3.0247], [-1.2820, -0.4768, 2.0818], [-0.6738, 0.5028, 1.5739], [-2.6159, -0.8627, 1.7991], [-3.1998, -1.8778, 2.5110], [-2.5919, -2.6053, 3.4495], [-1.2341, -2.4103, 3.6733], [-3.4532, -0.2710, 0.6848], [-4.5250, -0.7820, 0.4282], [-2.9455, 0.7422, 0.0671], [-5.2283, -3.9940, 5.0966], [-5.3903, -3.4561, 3.4355], [-4.9154, -2.3033, 4.6972], [-3.2592, -4.5836, 3.5315], [-3.2035, -4.7409, 6.0068], [-2.6947, -3.0528, 6.0993], [-1.1771, -5.3017, 4.6842], [-0.7048, -4.5553, 6.2050], [1.4516, -3.7910, 5.2272], [1.2845, -0.3143, 2.7610], [-4.2303, -2.1065, 2.2824]], "multiplicity": 6, "relative_energy_kcal_mol": 31.67, "e_lumo_ev": [-3.52, -4.42], "charge": 1, "gap_ev": [7.1042, 6.1481], "homo_energy_ev": [-10.62, -10.57]}



(3)
{"formula": "C9H29N7O6", "method": "wB97M-V/def2-TZVPD", "elements": ["C", "O", "C", "C", "N", "C", "C", "O", "C", "H", "H", "H", "H", "H", "H", "H", "H", "H", "H", "H", "H", "H", "H", "H", "N", "C", "N", "O", "H", "H", "H", "H", "N", "C", "N", "O", "H", "H", "H", "H", "N", "C", "N", "O", "H", "H", "H", "H", "O", "H", "H"], "positions_angstrom": [[-2.3185, 1.9586, -1.4728], [-1.7937, 1.6084, -0.1739], [-2.8246, 1.4035, 0.8092], [-2.1862, 0.9976, 2.0736], [-1.4183, -0.2434, 1.9700], [-0.5944, -0.4973, 3.1408], [0.0778, -1.8413, 2.9724], [0.7754, -2.0221, 1.8075], [1.9048, -1.1928, 1.6366], [-2.7759, 1.0869, -1.9260], [-1.3904, 2.2202, -2.0067], [-2.8336, 2.9137, -1.3336], [-3.6303, 0.7828, 0.4619], [-3.3523, 2.3766, 0.9301], [-3.1063, 0.9022, 2.6678], [-1.5380, 1.8136, 2.4377], [-0.7906, 0.0262, 1.2189], [-1.2437, -0.5467, 4.0325], [0.1668, 0.3500, 3.2558], [-0.6533, -2.6802, 3.0643], [0.7564, -1.9541, 3.8141], [1.5937, -0.1407, 1.5458], [2.1520, -1.5034, 0.6076], [2.6888, -1.3596, 2.3599], [-1.8705, -1.4558, -1.3152], [-1.5849, -2.8666, -1.3276], [-1.5002, -3.5001, -0.0724], [-1.3667, -3.2840, -2.4589], [-1.3930, -0.8672, -2.0172], [-1.7432, -1.0655, -0.3708], [-1.4313, -4.4851, 0.0322], [-1.4542, -2.8316, 0.6823], [3.9818, 1.4807, 0.5549], [3.6881, 2.3856, 1.5687], [2.4123, 2.8339, 1.8559], [4.6565, 2.8032, 2.2009], [3.2284, 1.2523, -0.0933], [4.9339, 1.5931, 0.2260], [1.6429, 2.2833, 1.5325], [2.2818, 3.4321, 2.7017], [1.4999, 0.3095, -4.8498], [0.5188, -0.4120, -4.0660], [0.2145, -1.7549, -4.3341], [-0.0726, 0.1753, -3.1474], [1.9476, -0.1050, -5.6791], [1.8048, 1.2236, -4.6419], [0.8748, -2.2986, -4.8809], [-0.3182, -2.2985, -3.6636], [0.7567, 1.0358, -0.5184], [0.8301, 0.7104, -1.4213], [-0.2037, 1.2475, -0.3905]], "relative_energy_kcal_mol": 24.38, "e_lumo_ev": 0.54, "smiles": "COCCNCCOC.NC(N)=O.NC(N)=O.NC(N)=O.O", "gap_ev": 9.9715, "homo_energy_ev": -9.43}



(4)
{"formula": "C30H30NO14PSSi2", "method": "wB97M-V/def2-TZVPD", "elements": ["C", "C", "O", "O", "C", "C", "C", "Si", "O", "Si", "O", "C", "N", "P", "O", "O", "S", "H", "H", "H", "H", "H", "H", "H", "H", "H", "H", "H", "H", "H", "H", "C", "C", "C", "O", "C", "C", "C", "O", "H", "H", "H", "H", "C", "C", "C", "O", "C", "C", "C", "O", "H", "H", "H", "H", "C", "C", "C", "O", "C", "C", "C", "O", "H", "H", "H", "H", "C", "C", "C", "O", "C", "C", "C", "O", "H", "H", "H", "H"], "positions_angstrom": [[-0.9268, -0.9899, 4.0589], [-1.9101, 0.2580, 3.5367], [-2.3454, 0.1728, 2.2771], [-2.2461, 1.3024, 4.5162], [-2.1787, 2.6550, 3.9427], [-0.9809, 3.5620, 4.6695], [0.3563, 3.3586, 3.6871], [0.5264, 4.7061, 2.3240], [2.0494, 4.7060, 1.4510], [2.7715, 3.1087, 1.3483], [4.5251, 3.3847, 1.0961], [5.1884, 2.7457, 2.2521], [5.7140, 2.0319, 3.1994], [2.1123, 1.9058, -0.3805], [3.0049, 2.3414, -1.8530], [2.6241, 0.2420, -0.0259], [0.1921, 1.9087, -0.6890], [-0.7978, -0.9764, 5.2425], [-1.5611, -1.9765, 3.8366], [0.0901, -1.0427, 3.4801], [-3.2082, 3.1904, 4.2177], [-1.9542, 2.7003, 2.7951], [-0.7852, 3.1067, 5.7320], [-1.2535, 4.7102, 4.6955], [0.2100, 2.3178, 3.1224], [1.3623, 3.3159, 4.2950], [-0.6684, 4.6744, 1.4663], [0.4589, 6.0133, 3.0275], [2.6779, 2.3045, 2.5594], [2.4734, 2.0357, -2.6702], [1.8060, -0.2522, 0.2893], [-0.4469, -4.6020, -2.1982], [-0.7472, -3.3785, -1.7519], [0.3102, -2.4163, -1.3841], [0.0363, -1.2969, -0.9736], [1.7115, -2.8577, -1.5302], [2.0118, -4.0811, -1.9766], [0.9544, -5.0434, -2.3443], [1.2284, -6.1627, -2.7548], [-1.2103, -5.3201, -2.4716], [-1.7701, -3.0395, -1.6398], [2.4750, -2.1395, -1.2569], [3.0348, -4.4201, -2.0886], [6.0675, 5.4023, -3.0981], [4.8975, 4.7652, -2.9906], [3.6840, 5.2735, -3.6601], [2.6123, 4.6921, -3.5605], [3.8138, 6.5116, -4.4539], [4.9838, 7.1487, -4.5615], [6.1973, 6.6404, -3.8920], [7.2690, 7.2218, -3.9915], [6.9669, 5.0434, -2.6129], [4.7862, 3.8556, -2.4126], [2.9144, 6.8705, -4.9392], [5.0951, 8.0583, -5.1395], [-1.2081, -8.5631, -6.3573], [-0.7959, -9.7322, -6.8571], [0.4168, -10.3996, -6.3443], [0.7959, -11.4687, -6.8025], [1.1550, -9.7264, -5.2573], [0.7428, -8.5574, -4.7575], [-0.4699, -7.8899, -5.2703], [-0.8490, -6.8209, -4.8120], [-2.0950, -8.0598, -6.7225], [-1.3269, -10.2390, -7.6540], [2.0419, -10.2297, -4.8921], [1.2738, -8.0505, -3.9606], [-6.2755, 0.0874, 4.7106], [-5.5727, 1.2176, 4.8340], [-6.2361, 2.5047, 5.1209], [-5.5939, 3.5400, 5.2320], [-7.7052, 2.4943, 5.2677], [-8.4079, 1.3642, 5.1444], [-7.7445, 0.0770, 4.8575], [-8.3867, -0.9582, 4.7464], [-5.8045, -0.8649, 4.4996], [-4.4946, 1.2416, 4.7298], [-8.1761, 3.4467, 5.4788], [-9.4861, 1.3401, 5.2486]], "e_lumo_ev": -1.75, "gap_ev": 7.7163, "homo_energy_ev": -9.47}



(5)
{"formula": "C4H6N3O", "method": "wB97M-V/def2-TZVPD", "elements": ["N", "C", "N", "C", "N", "C", "C", "O", "H", "H", "H", "H", "H", "H"], "positions_angstrom": [[-1.2278, 1.7386, -0.6408], [-0.5590, 0.6548, -0.3668], [-0.6158, -0.5766, -0.7937], [0.1798, -1.7286, -0.3113], [1.1904, -1.4244, 0.6444], [1.3656, -0.2956, 1.1829], [0.5553, 0.9203, 1.0513], [0.6167, 2.0129, 1.4916], [-1.0494, 2.4653, 0.0320], [-1.9721, 1.6806, -1.3071], [-1.1328, -0.6078, -1.6452], [0.8366, -2.1809, -1.2238], [-0.4872, -2.4426, 0.0196], [2.2995, -0.2161, 1.8669]], "relative_energy_kcal_mol": 17.64, "e_lumo_ev": -5.32, "charge": 1, "smiles": "[NH2+]=C1NCN=CC1=O", "gap_ev": 9.2045, "homo_energy_ev": -14.52}



Which E_tot belongs to each record? In order, -170590.70369; -110440.30589; -32520.38896; -97624.56916; -10754.49709 eV.